# 1
The following is a quantum chemistry calculation of 2 unconnected molecules or ions with the total composition C3H11NOS, from OMol25.

Its electronic energy is -17661.4720 eV. As for the SMILES: NCCCS.O.

Geometry as XYZ:
```
17
Properties=species:S:1:pos:R:3:nbo_charge:R:1
N 1.737 -0.261 -1.538 -0.8614
C 0.268 -0.099 -1.216 -0.2107
C -0.272 -0.761 0.128 -0.4207
C -1.814 -0.665 0.022 -0.4785
S -2.715 -1.823 1.198 -0.0674
H 2.020 0.133 -2.390 0.3676
H 2.389 -0.048 -0.753 0.3619
H -0.382 -0.593 -2.006 0.1834
H -0.094 0.929 -1.222 0.1604
H 0.063 -0.181 1.012 0.1926
H -0.058 -1.822 0.190 0.2225
H -2.123 0.355 0.182 0.2095
H -2.167 -1.023 -0.961 0.2142
H -2.352 -1.099 2.316 0.1253
O 1.782 2.586 1.930 -0.9473
H 2.641 2.222 1.737 0.4737
H 1.077 2.149 1.371 0.4750
```

---

# 2
The following is a quantum chemistry calculation of 2 unconnected molecules or ions with the total composition C3H11NOS, from OMol25.

Its net charge is +1. Its electronic energy is -17652.7207 eV. As for the multiplicity: 2.

Geometry as XYZ:
```
17
Properties=species:S:1:pos:R:3:nbo_charge:R:1
C 0.708 -1.540 -1.315 -0.6549
C 0.342 -0.199 -0.689 -0.0602
C -1.218 -0.007 -0.664 -0.5063
S -1.631 1.810 -0.687 0.6479
N 0.874 -0.004 0.755 -0.8224
H 0.118 -1.736 -2.220 0.2374
H 1.705 -1.761 -1.591 0.2562
H 0.388 -2.456 -0.739 0.2296
H 0.929 0.562 -1.245 0.2320
H -1.526 -0.382 0.241 0.2518
H -1.761 -0.411 -1.422 0.2548
H -1.324 2.167 0.596 0.2138
H 1.878 -0.082 0.754 0.4009
H 0.590 -0.849 1.197 0.3697
H -0.375 1.668 3.056 0.4721
H 0.300 1.194 1.678 0.4761
O 0.004 2.027 2.294 -0.9986
```

---

# 3
The following is a quantum chemistry calculation of 2 unconnected molecules or ions with the total composition C3H11NOS2, from OMol25.

Its electronic energy is -28495.7269 eV. As for the SMILES: NCCCSS.O.

Geometry as XYZ:
```
18
Properties=species:S:1:pos:R:3:nbo_charge:R:1
N -3.954 1.492 0.683 -0.8749
C -2.683 0.793 0.976 -0.1956
C -1.606 0.440 -0.152 -0.4406
C -0.407 -0.288 0.332 -0.4852
S 0.682 -1.331 -0.850 0.0644
S 1.372 0.359 -2.006 -0.1509
H -4.658 1.492 1.395 0.3895
H -3.706 2.285 0.089 0.3722
H -2.959 -0.155 1.286 0.1768
H -2.188 1.192 1.830 0.1602
H -1.229 1.343 -0.643 0.1883
H -2.127 -0.218 -0.903 0.2223
H -0.751 -1.198 0.802 0.2161
H 0.327 0.404 0.916 0.2331
H 0.218 0.952 -1.610 0.1243
O 3.988 -0.533 3.049 -0.9207
H 3.370 -1.288 3.286 0.4599
H 4.784 -1.114 3.154 0.4608
```

---

# 4
The following is a quantum chemistry calculation of 2 unconnected molecules or ions with the total composition C3H11NOS2, from OMol25.

Its electronic energy is -28497.4148 eV. As for the SMILES: CSSCCN.O.

Geometry as XYZ:
```
18
Properties=species:S:1:pos:R:3:nbo_charge:R:1
C -2.745 1.338 0.534 -0.7218
S -1.796 0.387 -0.746 0.0539
S -0.962 -1.071 0.499 0.0641
C 0.462 -0.120 1.210 -0.5189
C 1.596 0.354 0.303 -0.2397
N 2.385 -0.792 -0.142 -0.8554
H -2.102 1.386 1.409 0.2161
H -3.031 2.337 0.222 0.2302
H -3.610 0.726 0.757 0.2225
H 0.871 -0.687 2.041 0.2349
H -0.048 0.778 1.572 0.2061
H 2.288 0.950 0.898 0.2017
H 1.206 1.012 -0.475 0.1797
H 1.980 -1.362 -0.875 0.3694
H 3.291 -0.515 -0.515 0.3617
O 0.186 -1.476 -2.619 -0.9330
H 0.051 -0.918 -1.838 0.4617
H -0.023 -2.327 -2.237 0.4668
```